## 1
{
  "formula": "C7H19K2O6",
  "method": "ωB97M-V with the def2-TZVPD basis set",
  "species": ["K", "K", "O", "C", "O", "O", "H", "C", "C", "O", "H", "H", "H", "H", "H", "H", "C", "C", "O", "H", "H", "H", "H", "H", "H", "C", "C", "O", "H", "H", "H", "H", "H", "H"],
  "coordinates": [[-1.279, 1.710, 2.654], [0.706, 4.068, 1.764], [0.690, 0.889, -0.536], [0.011, 1.250, 0.520], [-0.554, 0.260, 1.086], [0.033, 2.397, 0.953], [0.301, 0.046, -0.292], [-2.077, -1.741, -0.380], [-2.849, -1.244, 0.860], [-2.748, 0.151, 0.690], [-2.052, -2.821, -0.527], [-1.106, -1.249, -0.426], [-2.676, -1.454, -1.244], [-2.317, -1.468, 1.785], [-3.851, -1.669, 0.913], [-1.878, 0.448, 0.967], [1.408, -2.646, 0.295], [0.347, -2.765, 1.382], [0.448, -1.606, 2.246], [1.661, -1.597, 0.143], [1.193, -3.190, -0.626], [2.382, -3.083, 0.513], [0.435, -3.749, 1.842], [-0.575, -2.700, 0.805], [0.226, -0.845, 1.706], [0.835, 2.715, -2.303], [2.293, 2.533, -1.925], [2.211, 2.323, -0.511], [0.205, 1.856, -2.075], [0.808, 2.848, -3.385], [0.466, 3.675, -1.942], [2.908, 3.387, -2.210], [2.803, 1.672, -2.357], [1.593, 1.600, -0.383]],
  "homo_ev": -12.41,
  "total_charge": 1
}

## 2
{
  "formula": "C7H19K2O6",
  "method": "ωB97M-V with the def2-TZVPD basis set",
  "species": ["K", "K", "O", "C", "O", "O", "H", "C", "C", "O", "H", "H", "H", "H", "H", "H", "C", "C", "O", "H", "H", "H", "H", "H", "H", "C", "C", "O", "H", "H", "H", "H", "H", "H"],
  "coordinates": [[3.850, -0.582, 2.540], [2.232, 2.729, 4.755], [-0.615, 0.202, 1.756], [0.114, 0.895, 2.652], [-0.434, 1.824, 3.283], [1.322, 0.567, 2.921], [0.078, -0.416, 1.469], [1.572, -0.608, -1.867], [1.970, -1.800, -0.975], [1.492, -1.429, 0.328], [2.091, 0.290, -1.529], [0.502, -0.426, -1.854], [1.935, -0.798, -2.878], [3.049, -1.946, -1.062], [1.460, -2.674, -1.381], [1.398, -2.249, 0.836], [-1.425, -3.025, -1.840], [-2.009, -2.649, -0.506], [-2.680, -1.407, -0.580], [-2.240, -2.990, -2.572], [-1.009, -4.031, -1.924], [-0.683, -2.327, -2.231], [-1.143, -2.645, 0.169], [-2.644, -3.465, -0.160], [-2.207, -0.755, -0.050], [-0.195, 2.820, -0.549], [-1.186, 3.716, 0.167], [-0.720, 4.123, 1.444], [-0.599, 2.360, -1.448], [0.277, 2.138, 0.159], [0.678, 3.402, -0.874], [-2.142, 3.177, 0.135], [-1.447, 4.643, -0.343], [-0.639, 3.335, 2.011]],
  "homo_ev": -11.54,
  "total_charge": 1
}

It is 1 that is the least stable of them.

## 1
{
  "formula": "C3H8NS",
  "method": "ωB97M-V with the def2-TZVPD basis set",
  "species": ["C", "C", "S", "C", "N", "H", "H", "H", "H", "H", "H", "H", "H"],
  "coordinates": [[-0.162, -0.625, 0.119], [-1.627, -0.871, -0.223], [-2.759, 0.489, 0.082], [0.607, 0.640, -0.232], [1.804, 0.713, 0.646], [-0.064, -0.616, 1.155], [0.493, -1.440, -0.348], [-1.559, -0.831, -1.328], [-2.077, -1.707, 0.178], [0.792, 0.732, -1.339], [-0.028, 1.505, 0.178], [1.972, 1.775, 0.838], [2.609, 0.236, 0.273]],
  "homo_ev": -2.02,
  "total_charge": -1
}

## 2
{
  "formula": "C3H8NS",
  "method": "ωB97M-V with the def2-TZVPD basis set",
  "species": ["C", "C", "S", "C", "N", "H", "H", "H", "H", "H", "H", "H", "H"],
  "coordinates": [[0.575, -0.003, 0.313], [0.029, -0.140, 1.739], [-0.680, 1.425, 2.388], [-0.455, -0.286, -0.744], [-0.026, 0.007, -2.139], [1.004, 1.000, 0.173], [1.479, -0.615, 0.107], [-0.755, -0.918, 1.731], [0.787, -0.467, 2.445], [-0.599, -1.372, -0.741], [-1.356, 0.272, -0.475], [-0.777, 0.486, -2.599], [0.774, 0.610, -2.198]],
  "homo_ev": -2.23,
  "total_charge": -1
}

It is 1 that is the least stable of them.

## 1
{
  "formula": "C4H19NO5",
  "method": "ωB97M-V with the def2-TZVPD basis set",
  "species": ["C", "C", "C", "O", "C", "N", "H", "H", "H", "H", "H", "H", "H", "H", "H", "H", "H", "O", "H", "H", "O", "H", "H", "O", "H", "H", "O", "H", "H"],
  "coordinates": [[-11.496, 9.341, 23.077], [-11.951, 9.918, 21.729], [-12.065, 8.799, 20.578], [-13.259, 8.065, 20.700], [-13.669, 7.351, 19.523], [-13.171, 10.604, 22.047], [-10.493, 8.926, 22.983], [-12.084, 8.459, 23.331], [-11.438, 9.980, 23.959], [-11.295, 10.753, 21.482], [-11.258, 8.071, 20.652], [-12.010, 9.269, 19.596], [-13.935, 7.948, 18.651], [-14.530, 6.726, 19.763], [-12.861, 6.706, 19.178], [-13.676, 10.715, 21.179], [-13.717, 9.867, 22.471], [-13.697, 4.451, 12.129], [-13.480, 5.030, 11.398], [-12.880, 4.369, 12.621], [-16.358, 0.540, 10.615], [-16.005, 1.410, 10.802], [-16.669, 0.596, 9.712], [-8.025, 6.927, 10.664], [-7.527, 7.341, 9.959], [-8.941, 7.075, 10.430], [-11.641, 7.050, 7.924], [-11.192, 6.272, 7.594], [-11.998, 7.471, 7.143]],
  "homo_ev": -9.52,
  "total_charge": 0
}

## 2
{
  "formula": "C4H19NO5",
  "method": "ωB97M-V with the def2-TZVPD basis set",
  "species": ["C", "C", "C", "C", "N", "H", "H", "H", "H", "H", "H", "H", "H", "H", "H", "H", "O", "H", "H", "O", "H", "H", "O", "H", "H", "O", "H", "H", "O"],
  "coordinates": [[1.284, 2.185, -0.398], [-0.087, 2.165, 0.296], [-0.011, 2.266, 1.820], [0.645, 0.069, 2.653], [-0.293, 0.934, 2.397], [1.178, 1.713, -1.360], [1.668, 3.203, -0.271], [1.986, 1.454, -0.033], [-0.837, 1.467, -0.108], [-0.654, 3.132, 0.194], [-0.871, 2.846, 2.226], [0.829, 2.861, 2.308], [1.685, 0.043, 2.740], [0.457, -0.960, 2.745], [-2.137, 0.396, 1.702], [-2.510, -0.947, 1.079], [-2.431, -0.026, 0.871], [0.582, -2.650, -2.146], [-0.261, -3.218, -1.306], [0.735, -3.089, -1.226], [-2.951, -0.369, -2.426], [-1.955, -0.289, -1.476], [-2.052, -0.397, -2.393], [1.281, -2.078, -0.115], [2.616, -1.670, 0.511], [1.727, -1.379, 0.466], [-0.149, -0.977, -3.020], [1.324, -0.866, -2.448], [0.744, -1.326, -2.943]],
  "homo_ev": -9.34,
  "total_charge": 0
}

It is 2 that is the least stable of them.

## 1
{
  "formula": "C9H12IN2",
  "method": "ωB97M-V with the def2-TZVPD basis set",
  "species": ["C", "C", "C", "C", "C", "C", "C", "C", "C", "N", "N", "I", "H", "H", "H", "H", "H", "H", "H", "H", "H", "H", "H", "H"],
  "coordinates": [[-3.909, 2.215, 0.003], [-3.440, 1.128, 0.729], [-3.021, 3.038, -0.675], [-2.089, 0.851, 0.764], [-1.666, 2.778, -0.630], [-1.183, 1.671, 0.079], [0.233, 1.392, 0.019], [2.194, -2.995, -0.164], [2.882, -0.709, 0.275], [0.840, 0.315, 0.364], [2.710, -1.702, -0.538], [3.952, 0.974, -0.286], [-4.968, 2.419, -0.031], [-4.134, 0.496, 1.260], [-3.391, 3.883, -1.233], [-1.736, 0.007, 1.340], [-0.975, 3.422, -1.157], [1.771, -2.963, 0.839], [1.430, -3.314, -0.875], [3.005, -3.730, -0.181], [0.855, 2.159, -0.435], [0.244, -0.392, 0.788], [2.732, -0.856, 1.337], [2.919, -1.581, -1.525]],
  "homo_ev": -12.43,
  "total_charge": 1
}

## 2
{
  "formula": "C9H12IN2",
  "method": "ωB97M-V with the def2-TZVPD basis set",
  "species": ["C", "C", "C", "C", "C", "C", "C", "C", "C", "N", "N", "I", "H", "H", "H", "H", "H", "H", "H", "H", "H", "H", "H", "H"],
  "coordinates": [[0.990, 1.936, -2.526], [1.979, 0.983, -2.203], [-0.203, 2.064, -1.745], [1.790, 0.038, -1.206], [-0.236, 1.304, -0.579], [0.719, 0.258, -0.370], [-1.321, 1.148, 0.447], [-0.910, -0.005, 1.280], [1.055, -1.556, 1.397], [0.238, -0.464, 0.773], [-1.557, -0.429, 2.379], [-2.519, -3.231, -0.525], [1.214, 2.646, -3.329], [2.922, 0.983, -2.754], [-0.792, 2.930, -1.974], [2.530, -0.664, -0.862], [-1.420, 2.019, 0.924], [-2.325, 1.040, -0.098], [1.883, -1.192, 2.163], [0.330, -2.278, 1.934], [1.670, -1.999, 0.600], [-1.227, -1.175, 2.913], [-2.233, -4.114, 0.789], [-2.578, -0.241, 2.571]],
  "homo_ev": -12.38,
  "total_charge": 1
}

It is 1 that is the least stable of them.

## 1
{
  "formula": "CH3NOS2",
  "method": "ωB97M-V with the def2-TZVPD basis set",
  "species": ["C", "N", "O", "S", "S", "H", "H", "H"],
  "coordinates": [[1.908, 0.145, 0.321], [-2.466, 0.154, -0.892], [-0.851, -0.813, 0.795], [1.394, 1.627, -0.047], [-1.550, 0.363, 0.293], [-2.595, -0.726, -1.371], [2.956, -0.124, 0.280], [1.204, -0.626, 0.622]],
  "homo_ev": -9.12,
  "total_charge": 0
}

## 2
{
  "formula": "CH3NOS2",
  "method": "ωB97M-V with the def2-TZVPD basis set",
  "species": ["C", "N", "O", "S", "S", "H", "H", "H"],
  "coordinates": [[0.230, -1.010, -0.553], [-0.903, -0.813, 0.094], [0.501, 1.568, 1.013], [0.764, -1.928, -1.700], [1.619, 0.860, -0.017], [-1.643, -1.248, -0.447], [-1.009, 0.078, 0.630], [0.442, 2.494, 0.980]],
  "homo_ev": -8.28,
  "total_charge": 0
}

It is 2 that is the least stable of them.

## 1
{
  "formula": "C2H5PS",
  "method": "ωB97M-V with the def2-TZVPD basis set",
  "species": ["C", "C", "P", "S", "H", "H", "H", "H", "H"],
  "coordinates": [[-1.573, 0.748, 0.464], [2.114, -0.568, 0.067], [-2.746, -0.049, -0.436], [3.181, 0.534, -0.462], [-2.078, 1.003, 1.373], [-0.570, 1.079, 0.323], [1.289, -0.799, -0.501], [2.512, -1.299, 0.747], [-2.130, -0.648, -1.575]],
  "homo_ev": -9.04,
  "total_charge": 0
}

## 2
{
  "formula": "C2H5PS",
  "method": "ωB97M-V with the def2-TZVPD basis set",
  "species": ["C", "C", "P", "S", "H", "H", "H", "H", "H"],
  "coordinates": [[1.647, -1.522, 0.160], [-1.409, 0.793, 0.005], [1.652, 0.110, 0.025], [-1.438, -1.005, -0.071], [1.013, -2.168, 0.565], [-1.110, 1.053, 0.965], [-2.413, 1.119, -0.313], [-0.770, 1.229, -0.761], [2.828, 0.392, -0.575]],
  "homo_ev": [-8.73, -9.21],
  "total_charge": 0
}

It is 2 that is the least stable of them.